[1]
Molecular formula: C41H27BCl5InN10O4S2
Method: DFT, wB97M-V/def2-TZVPD

Cartesian coordinates (Å):
1 In 12.06251 17.26134 10.50102
2 C 8.66728 14.54244 9.66612
3 C 9.79710 14.92238 10.43662
4 N 10.61008 15.75915 9.68299
5 N 9.96118 15.90873 8.44010
6 C 8.82363 15.18108 8.41394
7 B 10.62411 16.63364 7.26361
8 N 10.82983 18.11352 7.59502
9 C 10.66832 19.13370 6.74260
10 C 11.33492 20.26401 7.23525
11 C 11.96628 19.83671 8.44777
12 N 11.67578 18.52534 8.69962
13 N 12.02230 16.04074 7.03380
14 C 12.50998 15.50079 5.88686
15 C 13.89870 15.27435 6.05768
16 C 14.16974 15.74550 7.37730
17 N 13.02933 16.20952 7.98482
18 H 7.84700 13.89758 9.97141
19 H 10.07983 14.62288 11.45581
20 H 8.19797 15.17071 7.51437
21 H 9.95907 16.52964 6.27746
22 H 10.06976 19.00462 5.83735
23 H 11.39672 21.25233 6.76636
24 H 12.54502 20.46544 9.12069
25 H 11.83837 15.29647 5.05553
26 H 14.61395 14.84611 5.35107
27 H 15.14309 15.80447 7.86761
28 S 15.40117 22.06792 10.38672
29 C 16.60376 23.29409 10.43426
30 C 17.87622 22.79211 10.40929
31 C 17.89451 21.37011 10.35438
32 C 16.60732 20.84874 10.32777
33 C 16.24956 19.44605 10.30169
34 C 14.89919 19.11242 10.09437
35 N 14.42361 17.85180 10.11437
36 C 15.31796 16.84780 10.36470
37 C 16.73436 17.08861 10.49896
38 C 17.61690 15.99158 10.66162
39 C 17.15656 14.69657 10.67891
40 C 15.76209 14.42937 10.60067
41 C 15.25286 13.13404 10.57785
42 C 13.85764 12.93187 10.53781
43 C 13.01469 14.06292 10.56984
44 N 13.48241 15.34020 10.56486
45 C 14.81977 15.53670 10.50898
46 C 13.33733 11.58851 10.42597
47 C 12.00022 11.21450 10.27641
48 C 11.86678 9.80377 10.14671
49 C 13.07706 9.15994 10.22358
50 S 14.39479 10.23392 10.44832
51 C 17.18761 18.41562 10.50028
52 H 16.31707 24.34559 10.51382
53 H 18.78210 23.42213 10.46551
54 H 18.78096 20.72691 10.31477
55 H 14.19562 19.93048 9.92812
56 H 18.69044 16.19686 10.76771
57 H 17.85268 13.85347 10.76737
58 H 15.95319 12.28945 10.61484
59 H 11.93516 13.92603 10.62909
60 H 11.18836 11.95982 10.22508
61 H 10.90303 9.30415 10.00334
62 H 13.24146 8.08916 10.15214
63 H 18.26262 18.62693 10.59348
64 C 7.94564 18.76276 9.54455
65 C 8.31911 18.21607 10.86811
66 N 9.51819 17.74534 11.19997
67 C 9.42983 17.34619 12.52416
68 C 8.13491 17.60867 12.99546
69 N 7.47548 18.14572 11.91499
70 C 7.43962 17.39813 14.25960
71 O 8.14085 16.90996 15.29281
72 O 6.24284 17.68852 14.31472
73 C 10.57288 16.68813 13.21142
74 O 10.52186 16.53809 14.46890
75 O 11.54626 16.25825 12.43982
76 H 8.78000 18.56646 8.85498
77 H 7.74253 19.83927 9.60966
78 H 7.02515 18.24222 9.21324
79 H 6.48450 18.41245 11.96088
80 H 9.12911 16.76490 15.04274
81 Cl 14.09084 17.43262 13.04041
82 C 13.26414 18.92749 12.86822
83 C 12.31160 19.09652 11.87714
84 C 11.59931 20.28625 11.88412
85 Cl 10.33798 20.57686 10.75233
86 C 11.86978 21.32653 12.80404
87 Cl 10.95650 22.76371 12.77812
88 C 12.87724 21.15474 13.77065
89 Cl 13.24160 22.39593 14.85503
90 C 13.57862 19.93195 13.80781
91 Cl 14.76408 19.67948 14.98511

- Net charge: 0
- LUMO energy: -1.22 eV
- ΔE to the lowest compared entry with this formula, charge and spin: 0.00 kcal per mole
- Kohn-Sham gap: 7.057 eV
- Calculated total energy: -5739.64812 hartree
- Multiplicity: 1

=====

[2]
Molecular formula: C24H75N12O7P4Y
Method: DFT, wB97M-V/def2-TZVPD

Cartesian coordinates (Å):
1 Y 1.15028 1.17386 -0.54578
2 O 3.09701 1.99119 0.21014
3 H 3.89690 1.97994 0.77101
4 O -0.79064 0.13474 -0.60930
5 H -1.40723 -0.42068 -0.09369
6 O 0.72186 2.55679 -2.21736
7 H 0.25192 2.69750 -3.06228
8 O -6.51644 -3.57860 0.26689
9 P -5.47754 -2.55066 0.01140
10 N -4.31256 -2.91270 -1.27319
11 C -3.39430 -4.16387 -1.14976
12 C -3.96794 -1.95694 -2.31731
13 N -4.34036 -2.17582 1.25227
14 C -3.33923 -1.09151 1.01424
15 C -4.60268 -2.54485 2.66195
16 N -6.14608 -1.04832 -0.39443
17 C -6.95896 -0.99094 -1.59753
18 C -6.60662 -0.10206 0.60001
19 H -3.62683 -4.82431 -0.31439
20 H -2.33517 -3.93935 -1.02352
21 H -3.37590 -4.73902 -2.07549
22 H -4.47786 -2.21294 -3.24604
23 H -2.89442 -2.08140 -2.45936
24 H -4.22136 -0.91830 -2.10491
25 H -2.66040 -0.92047 1.84974
26 H -2.66026 -1.39846 0.21870
27 H -3.80613 -0.20618 0.58263
28 H -4.80147 -3.61082 2.77277
29 H -3.70132 -2.40808 3.25940
30 H -5.40951 -1.98253 3.13198
31 H -6.58072 -1.67594 -2.35635
32 H -8.00791 -1.17292 -1.36369
33 H -7.01732 0.00525 -2.03606
34 H -6.29470 -0.44903 1.58511
35 H -7.69144 0.00343 0.61214
36 H -6.15789 0.87436 0.41743
37 O 0.28569 2.51057 1.13961
38 P -0.48255 3.71012 1.63550
39 N -1.35913 3.45629 3.09053
40 C -0.94374 2.45339 3.97670
41 C -2.41498 4.40998 3.59084
42 N -1.74036 4.15608 0.54486
43 C -1.36725 4.96022 -0.59838
44 C -2.75145 3.08173 0.19766
45 N 0.48616 5.06273 2.08634
46 C -0.12412 6.27492 2.68528
47 C 1.95630 4.95939 2.33044
48 H -1.77672 2.18467 4.62634
49 H -0.17428 3.01890 4.50228
50 H -0.48743 1.56000 3.55039
51 H -3.26453 3.90843 4.05431
52 H -2.77793 4.98132 2.73648
53 H -1.93353 4.96931 4.39299
54 H -0.96142 5.93836 -0.34021
55 H -0.67493 4.36497 -1.19375
56 H -2.33555 5.06241 -1.08834
57 H -3.17825 2.71111 1.12964
58 H -3.59324 3.50247 -0.35231
59 H -2.32897 2.31641 -0.45340
60 H -1.12644 6.34314 2.26244
61 H -0.07657 6.16087 3.76825
62 H 0.40064 7.20489 2.46647
63 H 2.43839 5.87384 2.67610
64 H 2.36002 4.55745 1.40117
65 H 2.04859 4.27412 3.17305
66 O 1.90939 -0.54885 0.82853
67 P 2.05656 -1.64675 1.81026
68 N 3.65886 -2.34979 1.85205
69 C 4.81654 -1.50600 1.44303
70 C 4.10782 -3.47310 2.73115
71 N 1.03673 -2.97348 1.53070
72 C -0.45704 -2.76525 1.49856
73 C 1.34580 -3.81693 0.35953
74 N 1.68029 -1.32502 3.44792
75 C 1.86601 0.06519 3.93888
76 C 1.73291 -2.35889 4.53222
77 H 5.62744 -2.18235 1.17266
78 H 5.15496 -0.76911 2.17143
79 H 4.55574 -0.94109 0.54806
80 H 4.57046 -3.06042 3.62768
81 H 4.86217 -4.08145 2.23219
82 H 3.30931 -4.15762 3.01738
83 H -1.02249 -3.65785 1.23091
84 H -0.84387 -2.45752 2.47003
85 H -0.79434 -1.94386 0.86639
86 H 2.40765 -3.90518 0.12979
87 H 0.85189 -4.78798 0.32459
88 H 0.99313 -3.24639 -0.49966
89 H 1.90679 0.83191 3.16520
90 H 1.30106 0.42059 4.80063
91 H 2.82222 0.20220 4.44385
92 H 1.09838 -3.21449 4.30111
93 H 1.18593 -2.06292 5.42738
94 H 2.73481 -2.52850 4.92660
95 O 2.04694 -0.32612 -1.99035
96 P 2.89379 -0.51731 -3.29494
97 N 4.11372 0.81480 -3.62954
98 C 5.21188 1.15703 -2.73923
99 C 3.74230 2.00086 -4.44980
100 N 1.91231 -0.65717 -4.71975
101 C 2.49751 -0.93398 -6.00058
102 C 0.52830 -0.17436 -4.80993
103 N 3.79423 -1.92173 -3.33208
104 C 3.24148 -3.12142 -2.60051
105 C 5.02051 -2.05071 -4.17887
106 H 4.91873 1.86038 -1.95983
107 H 6.08387 1.45859 -3.31958
108 H 5.40225 0.24666 -2.17084
109 H 3.41192 1.62281 -5.41728
110 H 4.62771 2.58148 -4.70870
111 H 2.95155 2.55118 -3.93993
112 H 1.82620 -0.74680 -6.83868
113 H 3.54210 -0.64479 -6.11595
114 H 2.25834 -1.99350 -6.09168
115 H -0.02499 -0.35839 -5.73085
116 H 0.01013 -0.55477 -3.92965
117 H 0.65190 0.90812 -4.77728
118 H 3.06773 -3.89946 -3.34386
119 H 3.90669 -3.40277 -1.78415
120 H 2.27757 -2.83238 -2.18167
121 H 5.76257 -2.74279 -3.78079
122 H 5.59657 -1.13252 -4.29369
123 H 4.61184 -2.25905 -5.16765

- Net charge: 0
- LUMO energy: 0.55 eV
- ΔE to the lowest compared entry with this formula, charge and spin: 0.00 kcal per mole
- Kohn-Sham gap: 8.366 eV
- Calculated total energy: -3547.14209 hartree
- Multiplicity: 1

=====

[3]
Molecular formula: C4H9N3O
Method: DFT, wB97M-V/def2-TZVPD

Cartesian coordinates (Å):
1 C -2.43769 0.43309 0.54641
2 C -1.39377 -0.01308 -0.14553
3 C -1.51597 -0.60347 -1.51207
4 N -0.10852 0.06343 0.40531
5 C 1.03114 -0.51206 -0.05192
6 O 1.15955 -1.18371 -1.05007
7 N 2.12290 -0.31633 0.82786
8 N 2.51340 1.03945 1.00221
9 H -2.33483 0.85714 1.53042
10 H -3.43069 0.38794 0.14190
11 H -1.17323 -1.63563 -1.51161
12 H -0.88951 -0.05813 -2.21491
13 H -2.54943 -0.56484 -1.84354
14 H -0.02271 0.55982 1.28142
15 H 2.88702 -0.93046 0.53290
16 H 3.07305 1.10927 1.84791
17 H 3.06929 1.36757 0.21331

- Structure (SMILES): C=C(C)NC(=O)NN
- Net charge: 0
- LUMO energy: 0.85 eV
- ΔE to the lowest compared entry with this formula, charge and spin: 31.60 kcal per mole
- Kohn-Sham gap: 9.377 eV
- Calculated total energy: -397.30028 hartree
- Multiplicity: 1

=====

[4]
Molecular formula: C2H17CdO8
Method: DFT, wB97M-V/def2-TZVPD

Cartesian coordinates (Å):
1 Cd -0.09963 1.08624 -0.40604
2 C 0.26416 -4.02797 -0.65791
3 C -0.82892 -3.35108 0.06153
4 O -1.25963 -2.04419 -0.07541
5 H 0.34432 -5.07465 -0.36444
6 H 1.17171 -3.49104 -0.38191
7 H 0.07738 -3.90938 -1.72522
8 H -0.57310 -3.42603 1.11843
9 H -1.70686 -3.91087 -0.26087
10 O 2.42640 0.00331 -0.11026
11 H 2.33359 -0.88485 -0.50660
12 O -0.51011 2.64692 1.74422
13 H -0.28922 3.53813 1.41033
14 O -2.79082 2.55821 -1.50600
15 H -3.07113 3.46239 -1.36419
16 H -3.56533 2.11917 -1.85757
17 O -1.08594 -0.43014 3.62586
18 H -1.30036 -0.93055 2.83856
19 H -0.98576 0.47060 3.31785
20 O 0.08988 0.04769 -3.36304
21 H -0.44284 -0.73690 -3.49288
22 H 0.64959 0.08875 -4.13846
23 O 2.59002 1.62351 3.74401
24 H 2.32397 1.49732 4.65479
25 H 1.79770 1.92975 3.30278
26 O 1.23498 3.43704 -1.74663
27 H 1.14434 4.00125 -2.51454
28 H 2.06148 3.70728 -1.34650

- Net charge: -1
- LUMO energy: 1.54 eV
- ΔE to the lowest compared entry with this formula, charge and spin: 97.60 kcal per mole
- Kohn-Sham gap: 4.956 eV
- Calculated total energy: -855.88856 hartree
- Multiplicity: 1